14 unconnected molecules or ions with the total composition C34H42Cl39F9NO5P, computed with the ωB97M-V functional and the def2-TZVPD basis.

## Properties
E_HOMO: -8.71 eV
Gap between HOMO and LUMO: 8.6449 eV
LUMO: -0.00232 Eh

Structure (ORCA input):
```
! RIJCOSX wB97M-V def2-TZVPD def2/J DEFGRID3
* xyz 0 1
C 4.83 0.68 -1.17
C 4.98 0.94 0.31
C 6.18 0.25 0.97
C 4.18 1.68 1.02
C 2.96 2.34 0.36
C 2.09 3.18 1.32
C 0.66 3.35 0.70
C 0.48 4.82 0.23
C -0.43 3.04 1.76
C -1.71 2.39 1.21
C -1.52 0.95 0.62
P -2.00 1.02 -1.21
C -0.65 1.84 -2.20
O -3.30 2.07 -1.37
O -0.22 0.53 1.00
C -0.22 0.01 2.28
O 0.68 -0.15 2.96
O -1.56 -0.29 2.50
C -2.32 -0.21 1.27
C -3.70 0.16 1.86
C -4.73 0.63 0.80
C -5.10 2.11 0.88
N -6.05 2.59 -0.11
O -4.71 2.87 1.69
C -2.31 -1.71 0.76
F -1.88 -2.49 1.76
F -3.60 -2.11 0.60
C -1.59 -2.24 -0.52
F -2.20 -1.96 -1.66
F -1.78 -3.60 -0.44
C -0.06 -2.12 -0.64
F 0.33 -1.01 -1.25
F 0.56 -2.27 0.53
C 0.56 -3.28 -1.53
F 0.82 -4.36 -0.85
F -0.13 -3.51 -2.63
F 1.75 -2.82 -1.93
H 4.58 -0.38 -1.35
H 4.09 1.31 -1.67
H 5.80 0.89 -1.64
H 6.88 1.00 1.34
H 5.87 -0.47 1.73
H 6.73 -0.32 0.21
H 4.39 1.77 2.08
H 3.35 2.98 -0.45
H 2.40 1.54 -0.13
H 2.59 4.15 1.41
H 2.06 2.73 2.32
H 0.63 2.63 -0.12
H -0.54 5.19 0.40
H 1.14 5.49 0.78
H 0.74 4.96 -0.83
H 0.03 2.51 2.61
H -0.75 4.01 2.17
H -2.43 2.42 2.02
H -2.11 3.11 0.48
H 0.34 1.51 -1.86
H -0.76 1.41 -3.21
H -0.75 2.94 -2.24
H -3.12 2.62 -2.15
H -3.59 0.97 2.59
H -4.10 -0.66 2.46
H -5.66 0.08 0.98
H -4.39 0.31 -0.19
H -5.86 2.17 -1.02
H -6.98 2.27 0.19
C -5.07 5.72 -0.72
Cl -4.86 6.78 0.68
Cl -5.85 6.58 -2.04
Cl -3.50 5.07 -1.23
H -5.70 4.88 -0.42
C -0.10 -0.34 6.46
Cl 1.27 0.24 7.40
Cl -0.92 -1.67 7.30
Cl -1.24 0.97 6.13
H 0.27 -0.72 5.51
C -10.08 3.43 -0.65
Cl -11.73 3.14 -1.17
Cl -9.57 2.21 0.52
Cl -8.98 3.47 -2.03
H -10.04 4.40 -0.16
C 3.01 -3.04 -5.12
Cl 3.28 -1.34 -4.74
Cl 2.74 -3.25 -6.85
Cl 4.38 -4.02 -4.58
H 2.13 -3.38 -4.59
C 9.77 -1.83 1.70
Cl 8.70 -1.75 0.29
Cl 9.68 -0.34 2.63
Cl 9.35 -3.22 2.71
H 10.78 -1.96 1.35
C 10.32 -5.29 6.18
Cl 10.13 -4.58 7.78
Cl 8.76 -5.80 5.53
Cl 11.10 -4.15 5.08
H 10.95 -6.16 6.27
C -6.67 -4.05 0.98
Cl -7.76 -3.92 -0.40
Cl -6.75 -2.59 1.98
Cl -7.05 -5.48 1.94
H -5.66 -4.14 0.60
C -0.24 -0.88 -7.81
Cl -0.49 -1.71 -6.28
Cl -1.77 -0.28 -8.45
Cl 0.91 0.45 -7.62
H 0.17 -1.58 -8.53
C 1.57 -4.46 7.12
Cl 1.92 -4.56 8.84
Cl 3.00 -3.91 6.23
Cl 1.01 -6.01 6.49
H 0.79 -3.73 6.97
C -7.94 -6.98 -3.60
Cl -7.45 -7.19 -1.91
Cl -9.53 -7.68 -3.88
Cl -7.92 -5.27 -4.04
H -7.22 -7.50 -4.22
C 4.40 -0.30 -8.47
Cl 4.67 1.39 -8.06
Cl 4.11 -0.48 -10.21
Cl 5.77 -1.29 -7.97
H 3.52 -0.65 -7.94
C -10.05 6.16 -5.19
Cl -8.76 6.66 -4.10
Cl -11.03 4.90 -4.44
Cl -11.05 7.54 -5.65
H -9.60 5.75 -6.09
C 13.19 -1.05 5.53
Cl 13.26 -0.64 7.24
Cl 12.41 0.24 4.61
Cl 14.81 -1.37 4.90
H 12.60 -1.95 5.42
*
```

Löwdin population analysis, charges in e, atoms 1 to 5: -0.06, -0.36, -0.10, -0.08, -0.19


2 unconnected molecules or ions with the total composition C13H30N2O5S, computed with the ωB97M-V functional and the def2-TZVPD basis.

## Properties
E_HOMO: -7.70 eV
Gap between HOMO and LUMO: 7.8664 eV
LUMO: 0.00619 Eh

Structure (ORCA input):
```
! RIJCOSX wB97M-V def2-TZVPD def2/J DEFGRID3
* xyz 0 1
C -4.72 -4.80 -0.31
C -3.27 -5.22 -0.98
C -2.15 -4.21 -0.25
O -2.27 -2.93 -0.96
C -1.79 -1.79 -0.16
N -2.70 -1.12 0.84
C -4.15 -1.07 0.39
C -4.38 -0.51 -1.13
C -1.00 -0.83 -1.26
O -0.18 0.03 -0.36
S 0.14 -0.78 1.14
O 1.65 -1.14 1.34
O -0.24 -0.02 2.43
O -0.66 -2.23 0.73
H -5.55 -5.59 -0.57
H -5.07 -3.77 -0.75
H -4.57 -4.80 0.85
H -3.00 -6.36 -0.86
H -3.28 -4.87 -2.11
H -1.09 -4.74 -0.40
H -2.41 -4.15 0.90
H -2.71 -1.60 1.77
H -4.68 -2.11 0.61
H -4.69 -0.29 1.11
H -5.55 -0.31 -1.31
H -4.10 -1.34 -1.94
H -3.77 0.46 -1.39
H -0.43 -1.59 -1.96
H -1.72 -0.19 -1.94
C 5.54 4.58 -0.12
C 4.62 3.81 0.82
N 3.21 3.80 0.41
C 2.31 3.32 1.46
C 2.45 1.87 1.90
C 2.93 3.31 -0.94
C 3.38 1.89 -1.28
H 5.18 5.60 -0.27
H 6.55 4.63 0.30
H 5.62 4.09 -1.10
H 4.70 4.29 1.80
H 5.01 2.79 0.94
H 1.27 3.50 1.15
H 2.44 3.96 2.34
H 2.04 1.18 1.16
H 1.88 1.71 2.82
H 3.48 1.59 2.10
H 3.40 3.99 -1.66
H 1.86 3.39 -1.14
H 4.40 1.68 -0.94
H 3.36 1.75 -2.37
H 2.71 1.14 -0.85
*
```

Löwdin population analysis, charges in e, atoms 1 to 5: -0.14, -0.19, -0.19, -0.13, -0.45


4 unconnected molecules or ions with the total composition C17H42NO4, computed with the ωB97M-V functional and the def2-TZVPD basis.

## Properties
E_HOMO: -1.46 eV
Gap between HOMO and LUMO: 3.6327 eV
LUMO: 0.08000 Eh

Structure (ORCA input):
```
! RIJCOSX wB97M-V def2-TZVPD def2/J DEFGRID3
* xyz -1 1
C 4.57 -0.18 -0.11
C 3.57 -1.19 -0.74
N 3.56 -2.48 -0.06
C 4.05 -3.64 -0.85
C 5.47 -3.45 -1.39
C 6.49 -4.34 -0.72
O 7.82 -4.21 -1.31
H 5.31 -0.71 0.48
H 4.08 0.53 0.55
H 5.12 0.35 -0.87
H 2.59 -0.70 -0.73
H 3.85 -1.30 -1.78
H 3.99 -2.41 0.84
H 3.40 -3.69 -1.73
H 5.49 -3.72 -2.44
H 5.87 -2.43 -1.27
H 6.20 -5.38 -0.81
H 6.57 -4.06 0.33
H 7.95 -3.26 -1.42
C -1.10 -3.86 0.89
C -1.64 -3.69 -0.52
O -0.80 -2.94 -1.37
C 0.51 -3.47 -1.57
C 0.52 -4.85 -2.19
H -0.92 -2.88 1.34
H -1.81 -4.41 1.50
H -0.15 -4.40 0.90
H -2.58 -3.15 -0.48
H -1.86 -4.67 -0.97
H 1.09 -3.45 -0.64
H 1.01 -2.77 -2.25
H 0.05 -5.59 -1.54
H 1.56 -5.17 -2.35
H -0.01 -4.86 -3.14
C 0.24 1.08 1.50
C -1.14 0.71 1.00
O -2.01 0.25 2.02
C -2.28 1.16 3.07
C -2.93 2.45 2.61
H 0.71 0.24 2.01
H 0.87 1.38 0.67
H 0.21 1.92 2.21
H -1.05 -0.12 0.30
H -1.60 1.54 0.46
H -1.38 1.36 3.65
H -2.96 0.63 3.74
H -2.28 3.02 1.94
H -3.17 3.08 3.46
H -3.86 2.24 2.07
C -3.94 4.08 -1.03
C -5.27 4.73 -0.69
O -5.30 5.34 0.60
C -4.36 6.37 0.83
C -4.49 7.55 -0.11
H -3.67 3.34 -0.28
H -4.00 3.59 -2.00
H -3.13 4.81 -1.08
H -6.05 3.97 -0.66
H -5.56 5.45 -1.46
H -3.34 5.96 0.81
H -4.54 6.69 1.85
H -4.30 7.28 -1.15
H -3.77 8.33 0.16
H -5.49 7.97 -0.06
*
```

Löwdin population analysis, charges in e, atoms 1 to 5: -0.12, -0.32, -0.16, -0.30, -0.32


6 unconnected molecules or ions with the total composition C33H32BN5O13P, computed with the ωB97M-V functional and the def2-TZVPD basis.

## Properties
E_HOMO: -3.74 eV
Gap between HOMO and LUMO: 3.6103 eV
LUMO: -0.00462 Eh

Structure (ORCA input):
```
! RIJCOSX wB97M-V def2-TZVPD def2/J DEFGRID3
* xyz -1 1
C -3.62 1.94 6.98
C -3.36 0.62 6.15
B -3.93 -0.69 6.92
O -3.21 -1.92 6.83
P -5.56 -0.49 7.87
C -6.76 0.38 6.69
O -7.34 1.41 7.06
O -6.91 -0.17 5.54
H -3.01 1.86 7.91
H -3.23 2.81 6.39
H -4.69 2.14 7.19
H -2.25 0.53 6.05
H -3.85 0.63 5.15
H -2.33 -1.81 7.24
H -6.09 -1.78 8.14
C 3.23 1.07 3.07
C 2.14 0.64 2.32
C 0.99 0.21 2.96
C 0.94 0.22 4.35
C 2.02 0.64 5.10
C 3.17 1.07 4.46
N -0.29 -0.21 5.02
O -1.21 -0.59 4.33
O -0.32 -0.15 6.25
H 4.13 1.40 2.57
H 2.19 0.64 1.24
H 0.14 -0.13 2.37
H 1.98 0.65 6.18
H 4.02 1.40 5.04
C 3.94 -2.42 -3.28
C 2.72 -2.52 -2.62
C 2.17 -1.40 -2.01
C 2.85 -0.19 -2.07
C 4.07 -0.09 -2.73
C 4.61 -1.21 -3.34
N 2.27 1.00 -1.45
O 1.21 0.87 -0.87
O 2.87 2.06 -1.56
H 4.36 -3.30 -3.76
H 2.20 -3.46 -2.57
H 1.23 -1.48 -1.49
H 4.60 0.86 -2.78
H 5.56 -1.14 -3.85
C 1.52 3.92 -3.79
C 1.56 4.61 -5.00
C 0.58 5.55 -5.30
C -0.42 5.80 -4.38
C -0.48 5.11 -3.17
C 0.50 4.17 -2.88
N -1.44 6.81 -4.68
O -1.38 7.38 -5.75
O -2.29 7.03 -3.84
H 2.28 3.19 -3.56
H 2.35 4.41 -5.71
H 0.62 6.08 -6.24
H -1.27 5.30 -2.45
H 0.47 3.63 -1.94
C -8.45 2.28 1.01
C -7.69 2.38 -0.14
C -6.54 1.61 -0.28
C -6.18 0.74 0.73
C -6.94 0.63 1.89
C -8.08 1.41 2.03
N -4.99 -0.10 0.57
O -4.34 0.03 -0.46
O -4.72 -0.88 1.46
H -9.35 2.89 1.12
H -7.98 3.07 -0.93
H -5.95 1.70 -1.19
H -6.66 -0.04 2.69
H -8.68 1.34 2.93
C 7.11 -8.21 -5.00
C 7.72 -7.14 -4.35
C 7.35 -5.84 -4.65
C 6.37 -5.61 -5.60
C 5.76 -6.67 -6.27
C 6.13 -7.97 -5.96
N 5.96 -4.24 -5.90
O 6.53 -3.34 -5.31
O 5.07 -4.08 -6.72
H 7.39 -9.22 -4.76
H 8.48 -7.33 -3.60
H 7.83 -5.02 -4.13
H 4.99 -6.49 -7.01
H 5.66 -8.80 -6.48
*
```

Löwdin population analysis, charges in e, atoms 1 to 5: -0.14, -0.21, -0.69, 0.00, 0.97


A molecular structure, C21H55F9N2NbO5S, computed with the ωB97M-V functional and the def2-TZVPD basis.

## Properties
E_HOMO: -4.48 eV
Gap between HOMO and LUMO: 6.4543 eV
LUMO: 0.07245 Eh

Structure (ORCA input):
```
! RIJCOSX wB97M-V def2-TZVPD def2/J DEFGRID3
* xyz -1 1
N 5.90 1.43 -1.94
C 6.34 1.79 -0.56
C 5.78 3.17 -0.15
C 4.38 3.01 0.57
C 3.23 3.11 -0.48
Nb 1.19 2.65 0.42
C 0.28 4.67 -0.11
C -0.25 5.46 1.14
C -1.76 5.25 1.49
N -2.55 4.46 0.55
C 0.41 1.65 -1.53
C -1.07 1.18 -1.39
C -1.31 -0.32 -1.60
F -2.56 -0.57 -2.02
F -0.52 -0.68 -2.66
C -0.86 -1.26 -0.45
F 0.26 -0.90 0.09
F -0.62 -2.47 -0.98
S -2.11 -1.54 0.94
F -1.18 -0.80 1.99
F -1.34 -2.90 1.34
F -3.07 -2.36 -0.01
F -2.87 -0.18 0.70
F -3.13 -1.85 2.12
H 5.52 0.49 -1.97
H 6.72 1.44 -2.53
H 7.44 1.84 -0.48
H 6.01 0.99 0.11
H 5.60 3.79 -1.03
H 6.51 3.68 0.50
H 4.40 2.02 1.04
H 4.27 3.75 1.37
H 3.18 4.10 -0.94
H 3.42 2.31 -1.20
H -0.29 2.17 1.38
H 1.93 1.06 0.99
H 1.83 3.38 1.99
H -0.46 4.58 -0.92
H 1.11 5.27 -0.52
H -0.04 6.54 1.00
H 0.33 5.11 2.01
H -2.22 6.25 1.52
H -1.91 4.81 2.48
H -2.51 4.84 -0.39
H -2.22 3.50 0.56
H 1.13 0.85 -1.73
H 0.55 2.40 -2.32
H -1.51 1.55 -0.46
H -1.64 1.66 -2.20
C 9.23 6.37 -1.07
C 9.10 5.05 -0.34
O 8.29 4.14 -1.07
H 8.25 6.81 -1.23
H 9.84 7.07 -0.50
H 9.69 6.23 -2.05
H 8.62 5.19 0.63
H 10.08 4.60 -0.17
H 8.71 4.00 -1.93
C 3.77 2.77 -5.55
C 3.20 2.34 -4.21
O 2.59 3.44 -3.54
H 4.51 3.57 -5.41
H 4.25 1.94 -6.06
H 2.98 3.18 -6.19
H 3.99 1.97 -3.56
H 2.45 1.55 -4.34
H 1.88 3.77 -4.10
C -5.58 -4.03 0.54
C -5.78 -5.37 1.22
O -6.58 -6.23 0.40
H -6.55 -3.55 0.34
H -4.99 -3.36 1.16
H -5.08 -4.15 -0.42
H -6.31 -5.24 2.17
H -4.82 -5.85 1.42
H -6.11 -6.35 -0.43
C -5.62 -4.33 4.93
C -6.33 -4.83 6.18
O -6.99 -3.77 6.86
H -4.90 -3.56 5.19
H -5.11 -5.14 4.41
H -6.34 -3.87 4.24
H -5.61 -5.27 6.87
H -7.06 -5.60 5.92
H -7.63 -3.39 6.25
C -5.31 -10.24 0.34
C -6.25 -10.26 -0.85
O -7.45 -9.55 -0.57
H -5.80 -10.69 1.21
H -4.39 -10.79 0.13
H -5.05 -9.22 0.61
H -6.52 -11.28 -1.11
H -5.77 -9.81 -1.73
H -7.21 -8.64 -0.35
*
```

Löwdin population analysis, charges in e, atoms 1 to 5: -0.01, -0.28, -0.23, -0.33, -0.38


A molecular structure, C21H45N5SSb2Ti, computed with the ωB97M-V functional and the def2-TZVPD basis.

## Properties
ΔE to the lowest compared entry with this formula, charge and spin: 10.9 kcal per mole
E_HOMO (alpha / beta): -18.50 / -18.50 eV
Gap between HOMO and LUMO (alpha / beta): 4.8718 / 4.8667 eV
LUMO (alpha / beta): -0.50071 / -0.50089 Eh

Structure (ORCA input):
```
! RIJCOSX wB97M-V def2-TZVPD def2/J DEFGRID3
* xyz 4 1
Ti -1.15 0.31 0.15
N -1.40 0.61 2.23
C -2.89 0.65 2.41
C -3.47 -0.62 1.81
N -3.02 -0.76 0.38
C -4.04 -0.38 -0.65
C -3.50 0.77 -1.49
N -2.06 0.49 -1.78
H -1.00 1.42 2.71
H -1.05 -0.20 2.74
H -3.17 0.71 3.47
H -3.28 1.54 1.91
H -3.13 -1.49 2.37
H -4.56 -0.60 1.87
H -2.79 -1.74 0.25
H -4.26 -1.24 -1.28
H -4.97 -0.07 -0.18
H -4.09 0.88 -2.40
H -3.55 1.71 -0.93
H -2.01 -0.37 -2.34
H -1.71 1.21 -2.40
C 2.98 -0.82 -1.36
Sb 1.46 0.64 -1.04
C 1.87 1.03 1.05
C 2.36 2.44 -1.99
C 2.88 3.31 -0.92
C 4.22 3.18 -0.53
C 4.75 3.98 0.47
C 3.93 4.89 1.13
C 2.60 5.03 0.75
C 2.06 4.26 -0.28
C 0.67 4.52 -0.73
Sb -0.93 3.26 0.10
C -1.01 4.15 2.05
C -2.53 4.32 -0.85
H 3.92 -0.34 -1.08
H 3.02 -1.12 -2.41
H 2.81 -1.69 -0.73
H 2.95 0.99 1.20
H 1.42 0.25 1.66
H 1.53 2.02 1.35
H 1.60 2.89 -2.63
H 3.14 2.00 -2.61
H 4.85 2.47 -1.04
H 5.80 3.90 0.73
H 4.34 5.51 1.91
H 1.99 5.78 1.24
H 0.55 4.48 -1.81
H 0.33 5.50 -0.38
H -1.09 5.22 1.89
H -0.09 3.95 2.61
H -1.88 3.82 2.62
H -2.44 5.36 -0.53
H -3.51 3.96 -0.54
H -2.44 4.27 -1.93
C -0.33 -6.71 1.50
C 0.86 -5.86 1.09
N 0.51 -4.42 1.01
C 0.15 -3.67 0.00
S -0.08 -1.94 0.43
N -0.04 -4.02 -1.25
C 0.11 -5.35 -1.90
C 1.53 -5.59 -2.40
H 0.00 -7.74 1.61
H -1.13 -6.69 0.76
H -0.73 -6.39 2.47
H 1.29 -6.19 0.15
H 1.65 -5.92 1.85
H 0.49 -3.97 1.91
H -0.17 -3.27 -1.91
H -0.58 -5.36 -2.73
H -0.21 -6.12 -1.21
H 1.82 -4.86 -3.16
H 1.58 -6.58 -2.87
H 2.26 -5.57 -1.59
*
```

Löwdin population analysis, charges in e, atoms 1 to 5: 0.56, -0.07, -0.17, -0.13, -0.15


| no. | molar mass (g mol⁻¹) |
| --- | --- |
| 1 | 2129.34 |
| 2 | 326.46 |
| 3 | 324.53 |
| 4 | 748.43 |
| 5 | 711.64 |
| 6 | 691.08 |